--- w ---
Molecular formula: C5H14
Method: DFT, the ωB97M-V functional and the def2-TZVPD basis

Geometry as XYZ:
```
19
Properties=species:S:1:pos:R:3
C -1.821 0.470 0.107
C -1.233 1.457 -0.932
C -0.083 0.861 -1.743
H -2.793 0.795 0.463
H -1.216 0.357 1.019
H -1.931 -0.501 -0.370
H -2.097 1.658 -1.572
H -1.146 2.424 -0.415
H -0.447 0.714 -2.754
H 0.846 1.429 -1.735
H 0.170 -0.109 -1.332
C 1.276 -1.908 0.999
C 1.677 -0.487 1.354
H 1.692 -2.700 1.628
H 0.189 -2.012 1.067
H 1.572 -2.187 -0.018
H 1.409 0.143 0.507
H 2.746 -0.319 1.489
H 1.188 -0.083 2.238
```

**Highest occupied orbital energy**: -11.20 eV
**SMILES**: CCC.CC
**Net charge**: 0

Here are the natural (NBO) charges for atoms 1 to 5, given in e: number 1, C, carries -0.5992; number 2, C, carries -0.4075; number 3, C, carries -0.6216; number 4, H, carries 0.2048; number 5, H, carries 0.1985


--- x ---
Molecular formula: C5H14
Method: DFT, the ωB97M-V functional and the def2-TZVPD basis

Geometry as XYZ:
```
19
Properties=species:S:1:pos:R:3
C 2.059 0.187 0.896
C 0.801 0.807 1.499
C -0.286 -0.250 1.642
H 2.731 0.889 0.401
H 1.759 -0.498 0.094
H 2.529 -0.457 1.636
H 1.049 1.172 2.496
H 0.390 1.634 0.920
H -0.604 -0.669 0.690
H -0.002 -1.061 2.315
H -1.155 0.154 2.175
C -1.010 0.474 -1.808
C -1.270 -1.013 -1.789
H -0.088 0.809 -1.323
H -0.883 0.867 -2.822
H -1.784 1.099 -1.349
H -2.187 -1.227 -2.366
H -1.458 -1.428 -0.806
H -0.592 -1.489 -2.501
```

**Highest occupied orbital energy**: -11.32 eV
**SMILES**: CCC.CC
**Net charge**: 0

Here are the natural (NBO) charges for atoms 1 to 5, given in e: number 1, C, carries -0.6113; number 2, C, carries -0.3992; number 3, C, carries -0.6062; number 4, H, carries 0.2110; number 5, H, carries 0.1976


Pick the most stable structure from those above. Pick: w